Formula: C19H23BiIN5O4S
Source: the OMol25 dataset
Level of theory: ωB97M-V with the def2-TZVPD basis set

Atoms and positions in Å:
C 1.4084 -3.6338 1.1127
I 2.3520 -4.3114 -0.5610
H 2.1578 -3.5552 1.9137
H 0.9024 -2.6710 0.9198
H 0.6857 -4.4084 1.3679
C -4.6205 -0.4980 -0.2763
C -4.3348 -1.1607 0.8586
N -2.9506 -1.1331 1.0062
C -2.3610 -0.4739 -0.0384
N -3.4099 -0.1012 -0.8338
H -5.5594 -0.2892 -0.7510
H -4.9679 -1.6475 1.5784
C 3.4183 1.9124 -2.5388
C 1.9477 1.1718 -0.9807
N 2.1450 1.4101 -2.3068
H 5.0013 2.3594 -1.0748
N 3.1043 1.5991 -0.3834
H 3.7555 2.1558 -3.5265
Bi -0.0777 0.3413 -0.1123
C 0.8447 1.0325 2.8559
O 0.5949 0.2484 3.6601
C 4.0256 2.0058 -1.3433
C 3.4209 1.6563 1.0317
H 4.4037 2.1393 1.0969
H 3.5048 0.6620 1.4925
H 2.6813 2.2378 1.6018
C 1.1629 1.2287 -3.3565
H 1.6736 1.4038 -4.3101
H 0.3224 1.9388 -3.2645
H 0.7680 0.2032 -3.3481
C -3.3324 0.6518 -2.0691
H -4.1843 0.3522 -2.6962
H -2.3971 0.4151 -2.5952
H -3.3679 1.7406 -1.8961
C -2.2814 -1.7729 2.1230
H -1.6057 -2.5763 1.7861
H -3.0631 -2.2170 2.7546
H -1.7077 -1.0483 2.7228
O -1.9473 3.4305 -1.7417
S -0.9707 3.7326 -0.7191
O 0.3532 4.1515 -1.1170
N -0.8165 2.4177 0.3546
C -1.2295 2.6398 1.6368
O -1.2187 1.6794 2.4523
C -1.6314 4.0168 1.8197
C -2.1286 4.5930 2.9959
C -2.7003 5.8586 2.8947
C -2.7870 6.5305 1.6589
C -2.2375 5.9470 0.5028
C -1.6610 4.6887 0.6055
H -2.0347 4.0499 3.9393
H -3.1108 6.3390 3.7808
H -3.2725 7.5125 1.5992
H -2.2880 6.4310 -0.4693

Cartesian forces (eV/Å) of the 3 atoms listed first:
C -0.76 0.61 1.41
I 0.93 -0.52 -1.63
H -0.47 0.17 -0.24

Properties
charge	-2
multiplicity	1
Kohn-Sham gap (spin up / spin down)	3.9 / 0.4	eV